C3H6OS3 | the ωB97M-V functional and the def2-TZVPD basis

Bonds (Å) are listed after each position.
Positions of all 13 atoms, in Å:
1 C -0.53 0.45 0.25  S5 2.003, S6 1.744, S7 1.699
2 C 1.59 2.21 -0.50  S6 1.830, H8 1.155, H9 1.049, H10 1.068
3 C -0.31 -2.35 0.50  S7 1.856, H11 1.088, H12 1.007, H13 1.045
4 O -2.89 -0.98 0.04  S5 1.488
5 S -2.50 0.45 -0.12  C1 2.003, O4 1.488
6 S 0.05 2.08 0.49  C1 1.744, C2 1.830
7 S 0.65 -0.77 0.26  C1 1.699, C3 1.856
8 H 2.60 2.53 -0.04  C2 1.155
9 H 1.25 2.96 -1.15  C2 1.049
10 H 1.62 1.32 -1.09  C2 1.068
11 H -0.88 -2.55 1.40  C3 1.088
12 H 0.34 -3.08 0.24  C3 1.007
13 H -0.99 -2.27 -0.28  C3 1.045

multiplicity: 3
E_HOMO (alpha / beta): -6.773 / -8.815 eV
relative energy (zero: lowest compared OMol25 entry of this formula, charge and spin): 99.2 kJ/mol
lowest unoccupied orbital energy (alpha / beta): 0.47 / -1.61 eV

Atomic partial charges in e from the natural (NBO) method, atoms 1 to 2: -0.697, -0.749